Entry 1:
Formula: C5H7NO
Source: OMol25
Level of theory: ωB97M-V/def2-TZVPD

Values from the calculation:
M   97.12 g mol⁻¹
ΔE to the lowest compared entry with this formula, charge and spin   153.2 kJ/mol
E_tot   -8834.615 eV
Gap between HOMO and LUMO   9.6 eV
Structure (SMILES)   [H]/N=C/C=C\CC=O
Highest occupied orbital energy   -9.361 eV
Charge   0

```
14
Properties=species:S:1:pos:R:3:forces:R:3:nbo_charge:R:1
H -1.661232 1.868318 -1.373006 0.019 -0.070 0.034 0.3458
N -1.068042 1.217663 -0.858453 -0.274 -0.255 -0.137 -0.6327
C -1.521793 0.027439 -0.945636 0.098 0.151 -0.002 0.0979
C -0.852428 -1.135350 -0.338066 0.173 -0.042 0.048 -0.2949
C 0.414752 -1.165537 0.096853 -0.169 -0.008 0.003 -0.0896
C 1.353585 0.001659 0.167717 0.113 -0.027 0.011 -0.5788
C 1.005585 0.871528 1.367638 0.227 0.114 0.222 0.4629
O 1.831227 1.271038 2.150927 -0.304 -0.110 -0.271 -0.5226
H -2.440814 -0.211575 -1.497053 0.095 0.076 0.061 0.1601
H -1.436399 -2.053016 -0.302065 0.091 0.137 -0.037 0.2149
H 0.794656 -2.108430 0.487307 -0.085 0.113 -0.066 0.2106
H 2.391149 -0.316882 0.288927 -0.120 0.002 -0.052 0.2317
H 1.259975 0.628365 -0.728701 -0.033 -0.067 0.180 0.2683
H -0.070222 1.104774 1.483611 0.170 -0.015 0.007 0.1264
```
Positions in Å, forces in eV/Å.

Entry 2:
Formula: C17H25ClNO5
Source: OMol25
Level of theory: ωB97M-V/def2-TZVPD

Values from the calculation:
M   358.84 g mol⁻¹
ΔE to the lowest compared entry with this formula, charge and spin   261.8 kJ/mol
E_tot   -42271.433 eV
Gap between HOMO and LUMO   6.9 eV
Highest occupied orbital energy   -11.695 eV
Charge   +1

```
49
Properties=species:S:1:pos:R:3:forces:R:3:nbo_charge:R:1
C -5.140472 0.635680 -0.071658 0.056 0.107 0.413 -0.6353
C -4.215186 1.817387 0.612087 -0.246 0.463 -0.331 -0.4205
C -2.670530 1.857234 0.027017 -0.443 -0.683 -0.412 -0.4290
C -1.514223 1.643022 1.173657 1.161 0.818 -0.822 -0.2423
N -1.836526 0.588262 2.214902 -1.684 0.155 6.252 -0.3009
C -2.212597 0.862502 3.528794 0.288 0.102 -2.311 0.2560
C -2.445408 -0.449581 4.483739 -0.616 0.293 -2.518 -0.2679
Cl -3.975753 -0.483253 5.537111 1.923 0.776 -0.617 0.0161
C -2.818984 -1.519721 3.288212 2.293 1.274 -0.448 -0.4296
C -1.791205 -0.938333 2.131103 -0.835 -1.410 -0.983 0.2401
O -2.332392 -1.257549 0.800140 2.540 -0.627 1.945 -0.5471
C -1.439600 -2.182194 0.084495 0.733 -0.829 -1.524 -0.0881
C -0.334509 -1.405054 -0.900199 0.650 -0.044 1.227 -0.4407
C 1.145811 -1.726327 -0.192273 -1.094 0.092 0.261 -0.6293
H -4.793781 -0.430544 0.305962 -0.700 2.241 -0.826 0.2167
H -5.107907 0.647020 -1.243106 0.063 0.099 2.287 0.2265
H -6.247417 0.823530 0.261262 2.105 -0.477 -0.652 0.2325
H -4.687925 2.883887 0.359983 0.898 -2.446 0.770 0.2348
H -4.245794 1.649736 1.788502 0.094 0.531 -2.464 0.1896
H -2.441838 2.888295 -0.500400 -0.400 -2.121 1.233 0.2490
H -2.625552 1.012037 -0.812225 0.256 1.812 1.988 0.2420
H -1.315138 2.658118 1.758374 -0.603 -2.296 -1.125 0.2443
H -0.464940 1.319608 0.701959 -2.408 0.661 0.961 0.2595
H -2.335794 1.961094 3.912395 0.344 -2.160 -0.933 0.2646
H -1.424706 -0.555143 5.056942 -2.248 -0.261 -0.858 0.2821
H -3.883590 -1.334379 2.834708 1.961 -0.594 1.357 0.2723
H -2.523570 -2.612423 3.616861 -0.935 2.240 -0.954 0.2746
H -0.702938 -1.315444 2.419659 -2.069 0.853 -1.301 0.2273
H -0.869010 -2.875478 0.870209 -1.259 1.471 -1.777 0.1835
H -2.105058 -2.855894 -0.602864 1.065 1.302 1.555 0.2225
H -0.521421 -0.226593 -0.865391 0.277 -2.673 -0.210 0.2037
H -0.383203 -1.780693 -2.016529 0.018 0.735 2.398 0.2355
H 2.043731 -1.249967 -0.773496 -1.849 -1.075 1.293 0.2618
H 1.056099 -1.270885 0.907601 0.518 -0.852 -2.333 0.1746
H 1.229519 -2.895879 -0.045379 0.074 2.417 -0.499 0.2147
C 6.507107 1.039329 -2.454852 0.110 -0.096 -0.245 -0.3394
C 5.442104 1.108807 -1.653815 0.613 0.912 1.398 0.2846
C 4.140873 0.497500 -2.042061 -0.620 -0.331 -0.369 0.4868
O 3.185140 0.561085 -1.276853 0.554 0.212 -0.111 -0.5697
C 4.054386 -0.164619 -3.353060 -0.252 0.169 0.553 -0.3740
C 5.118555 -0.230960 -4.155423 -0.601 -1.060 -1.823 0.3165
C 6.426678 0.356151 -3.755113 1.293 0.313 -0.182 0.4637
O 7.391809 0.263230 -4.506143 -1.058 -0.073 0.458 -0.4971
O 5.043542 -0.849346 -5.389995 0.832 1.081 1.738 -0.6328
O 5.509368 1.751581 -0.431342 -0.905 -0.996 -1.373 -0.6385
H 7.459600 1.477310 -2.184204 -0.057 -0.036 -0.020 0.2551
H 3.098024 -0.589076 -3.630450 0.057 0.018 -0.005 0.2437
H 5.941993 -0.767075 -5.777964 -0.327 -0.049 0.117 0.5091
H 4.612625 1.664005 -0.040881 0.433 0.042 -0.177 0.4985
```
Positions in Å, forces in eV/Å.

Entry 3:
Formula: C26H29B2F4N10O6S2Zr
Source: OMol25
Level of theory: ωB97M-V/def2-TZVPD

Values from the calculation:
M   830.56 g mol⁻¹
ΔE to the lowest compared entry with this formula, charge and spin   229.7 kJ/mol
E_tot   -89807.219 eV
Gap between HOMO and LUMO   7.6 eV
Highest occupied orbital energy   -5.873 eV
Charge   -1

```
80
Properties=species:S:1:pos:R:3:forces:R:3:lowdin_charge:R:1
Zr -0.308285 0.419281 -0.863061 -0.703 -1.276 0.548 1.9791
N -1.627456 -1.365875 -1.348012 -0.784 0.087 -0.435 -0.0868
C -3.019161 -1.379531 -0.879502 0.257 0.086 -0.014 -0.1389
C -3.321259 -0.091997 -0.140742 0.345 -0.069 0.135 -0.5450
O -4.488441 0.243368 0.010777 -0.103 0.134 0.145 0.0241
N -2.207631 0.593234 0.245210 -0.301 0.218 -0.109 -0.1147
C -2.452847 2.039708 0.321307 0.054 -0.405 -0.405 -0.1209
C -1.928932 2.643158 -0.999991 -0.381 -0.223 0.055 -0.5922
O -1.858829 3.833430 -1.179833 -0.045 0.080 -0.202 0.0923
O -1.581707 1.696581 -1.868843 0.060 0.669 0.011 -0.2056
H -1.640547 -1.009511 -2.304351 -0.254 -0.339 -0.165 0.0403
H -1.229768 -2.305160 -1.446863 0.187 -0.321 0.098 0.0357
H -3.216476 -2.241971 -0.250725 -0.005 -0.132 0.084 0.1092
H -3.722457 -1.438176 -1.703492 -0.108 -0.027 -0.161 0.1271
H -1.995811 2.529826 1.171665 0.174 0.072 0.119 0.0996
H -3.517137 2.242979 0.343934 -0.280 0.009 0.110 0.1175
B -0.541513 -2.446440 -4.172219 0.032 -0.113 0.088 -0.3976
N -0.018038 -0.953225 -4.257905 0.219 -0.010 0.045 -0.0495
C 0.483633 -0.424001 -5.383430 0.017 -0.062 -0.064 -0.1011
C 0.763120 0.916729 -5.188345 0.068 -0.117 -0.132 -0.0523
C 0.392554 1.140969 -3.870603 -0.134 0.035 -0.041 -0.1594
N -0.079582 0.025170 -3.312953 -0.019 0.338 0.114 -0.0518
N 0.284381 -3.311644 -3.159667 0.098 0.108 -0.212 -0.0918
C 1.531650 -3.783731 -3.367155 -0.181 0.098 0.038 -0.1053
C 1.916176 -4.508788 -2.259053 -0.035 -0.033 0.101 -0.0799
C 0.805714 -4.424478 -1.403036 0.030 0.000 0.029 -0.1771
N -0.169681 -3.706716 -1.949143 0.201 -0.070 -0.220 0.0192
H -0.346045 -2.895919 -5.283982 -0.052 0.074 0.103 0.0633
H -1.718150 -2.475451 -3.873576 0.162 0.019 0.036 0.0613
H 0.600095 -1.041688 -6.259934 -0.045 0.012 0.078 0.1078
H 1.180986 1.616630 -5.894986 -0.045 -0.071 0.083 0.0875
H 0.456291 2.046696 -3.291601 -0.032 0.074 0.001 0.0969
H 2.057489 -3.571043 -4.288516 -0.108 -0.005 0.126 0.1171
H 2.855289 -5.014217 -2.092685 -0.103 0.050 -0.002 0.0826
H 0.674181 -4.847030 -0.414667 0.017 0.030 -0.083 0.0910
O 1.621677 4.239192 -2.143848 -0.149 -0.340 0.297 0.0802
C 1.636324 4.935601 -0.981207 -0.031 -0.008 0.199 -0.2361
C 2.024562 6.276903 -0.997295 -0.003 -0.001 0.015 -0.0309
C 2.079398 7.020434 0.165314 0.011 0.046 -0.007 -0.0967
C 1.744675 6.433508 1.377756 0.008 0.020 0.029 -0.0948
C 1.351285 5.108476 1.397900 0.025 0.121 0.138 -0.0223
C 1.283639 4.332550 0.241742 0.050 -0.016 -0.430 -0.0433
C 0.808902 2.925227 0.383711 0.323 0.078 -0.777 -0.3908
O 0.641297 2.170633 -0.664369 0.311 1.344 0.617 -0.2194
N 0.567289 2.541112 1.580867 0.028 -0.403 0.728 -0.0189
N 0.065783 1.235635 1.707468 -0.199 0.651 0.541 -0.0883
C -0.365609 1.126540 2.919252 0.253 0.241 -0.514 -0.8679
S -1.117623 -0.284322 3.614785 -0.004 -0.243 -0.169 0.9514
C -1.926678 0.628901 4.951060 -0.028 -0.141 -0.087 -0.5255
C -0.937801 1.648813 5.459406 0.102 0.115 -0.013 -0.5442
S -0.245178 2.519019 4.024563 -0.044 -0.132 -0.155 0.9363
H 1.864184 4.831897 -2.856683 0.037 0.121 -0.161 0.1051
H 2.283014 6.732843 -1.949536 -0.006 -0.029 0.049 0.1102
H 2.383284 8.060414 0.123339 -0.012 -0.042 -0.009 0.0988
H 1.784918 7.006010 2.297157 -0.011 -0.045 -0.056 0.0956
H 1.075752 4.635138 2.333399 0.041 0.067 -0.124 0.0878
H -2.208755 -0.102409 5.710314 -0.001 0.050 -0.009 0.0747
H -2.821587 1.101794 4.548903 -0.035 0.042 0.054 0.0794
H -0.129173 1.168222 6.010836 -0.044 -0.016 0.051 0.0698
H -1.419074 2.395543 6.095226 0.041 -0.053 -0.034 0.0737
N -0.464696 -5.352326 4.559495 0.125 0.056 -0.235 0.1669
C 0.590111 -5.132070 3.718478 0.027 -0.067 0.042 -0.4901
O 1.602621 -5.803821 3.750846 -0.146 0.093 0.025 0.0633
C 0.411977 -3.994675 2.749746 0.123 -0.073 0.110 -0.1459
C -0.824014 -3.595710 2.275201 -0.205 -0.015 0.078 -0.0276
C -0.890621 -2.498103 1.434742 0.113 -0.005 -0.199 -0.1910
N 0.174227 -1.825999 1.002601 -0.059 0.071 0.375 0.0620
C 1.369747 -2.239176 1.443140 -0.039 -0.015 -0.161 -0.0860
C 1.531491 -3.300494 2.317946 0.067 -0.098 0.026 0.0196
H -0.363984 -6.059402 5.263446 0.043 -0.064 0.063 0.1055
H -1.207053 -4.684467 4.642253 -0.035 0.039 0.015 0.0898
H -1.737871 -4.114905 2.544224 0.066 0.046 -0.020 0.1156
H -1.848877 -2.131135 1.106119 -0.011 0.023 0.015 0.0759
H 2.238960 -1.712741 1.075028 -0.084 0.055 0.035 0.1057
H 2.516545 -3.598004 2.657783 -0.079 0.038 -0.054 0.1248
F 2.426640 0.722334 -2.040475 0.324 -0.518 0.355 0.1512
B 2.442701 -0.271055 -1.070085 0.841 0.092 -0.170 -1.2178
F 1.249040 -1.116443 -1.325771 0.453 0.142 -0.018 -0.0358
F 3.594544 -1.026604 -1.037378 -0.613 0.204 0.002 0.1707
F 2.132202 0.295955 0.198580 0.224 -0.346 -0.364 0.0776
```
Positions in Å, forces in eV/Å.

Entry 4:
Formula: C12H16NS2
Source: OMol25
Level of theory: ωB97M-V/def2-TZVPD

Values from the calculation:
M   238.40 g mol⁻¹
ΔE to the lowest compared entry with this formula, charge and spin   0.0 kJ/mol
E_tot   -35855.856 eV
Gap between HOMO and LUMO   7.7 eV
Highest occupied orbital energy   -11.940 eV
Charge   +1

```
31
Properties=species:S:1:pos:R:3:forces:R:3:nbo_charge:R:1
C 3.490821 -0.390635 -1.992600 2.082 1.287 0.767 -0.1294
C 3.357292 -0.947465 -0.712486 1.349 0.708 -0.375 -0.2370
C 2.409275 -0.414140 -2.850274 5.325 3.133 -2.468 -0.2985
C 2.129923 -1.409938 -0.302853 -0.833 -1.384 2.425 -0.1890
C 1.272599 -0.936799 -2.483414 -5.082 -1.559 -0.286 -0.0198
C 1.042362 -1.443044 -1.193792 0.647 -0.115 0.084 -0.3114
C -2.032187 2.090804 1.467741 1.480 2.071 -0.056 -0.4015
C -2.709343 0.837064 2.007367 2.981 0.760 -1.411 -0.4108
C -1.065671 1.739889 0.331981 -1.251 -1.504 0.298 -0.3913
C -1.706740 -0.231057 2.415043 -0.531 0.562 2.092 -0.2208
C -0.152229 0.615994 0.874975 1.027 0.890 -5.072 -0.2537
C -1.185243 -1.610831 0.627640 4.095 2.566 -2.610 0.0533
N -0.833633 -0.514612 1.295616 -3.651 -4.270 -0.314 -0.2906
S -0.110292 -0.889640 -3.647960 -0.147 -0.170 0.344 0.0054
S -0.517029 -2.286647 -0.847340 0.385 0.944 1.065 0.4668
H 4.469712 0.246394 -2.243559 -2.272 -1.903 0.366 0.2477
H 4.265577 -0.958354 -0.082270 -0.945 -0.009 -0.071 0.2451
H 2.656275 0.139318 -3.821818 -1.168 -1.122 1.215 0.2483
H 2.018377 -1.759329 0.814983 0.102 0.507 -2.439 0.2386
H -2.752400 2.781093 1.007192 -0.131 -0.103 0.634 0.2346
H -1.437660 2.679633 2.267608 -1.151 -0.972 -0.933 0.2110
H -3.303360 1.185908 2.764427 -1.871 0.020 2.000 0.2442
H -3.196097 0.369960 1.196266 -1.468 -0.274 -0.847 0.1980
H -1.757131 1.267141 -0.417162 0.954 0.348 0.044 0.2019
H -0.485298 2.537289 -0.168698 -0.353 -0.332 0.624 0.2492
H -1.040241 0.079897 3.244646 -0.538 -0.171 -0.203 0.2239
H -2.330282 -1.085866 2.717704 0.831 -0.090 -0.064 0.2292
H 0.510967 0.371551 0.030636 -0.114 -0.046 0.656 0.2486
H 0.421201 0.900263 1.654817 1.959 1.420 2.580 0.2168
H -1.971878 -2.220904 0.865952 -1.926 -1.151 1.499 0.2322
H 0.542333 -0.742937 -4.820369 0.215 -0.039 0.457 0.1591
```
Positions in Å, forces in eV/Å.

- The lowest highest occupied orbital energy belongs to which entry?
  C12H16NS2